Below is a 9-piece molecular cluster, C51H114F24N4P5 overall at a distorted geometry, with properties calculated with wB97M-V/def2-TZVPD.

Computed properties:
**Frontier orbital gap**: 9.034 eV
**Charge**: +1
**E_HOMO**: -0.402 Ha
**Energy relative to the best compared isomer or geometry (same formula, charge and spin)**: 7.421 eV

Element x y z (Å)
1 C 1.6774 -7.2331 -9.7767
2 C 1.9225 -6.6686 -8.3218
3 C 1.5271 -5.2100 -8.0945
4 C 2.3064 -4.1334 -8.7706
5 P 1.6817 -2.4127 -8.5244
6 C -0.1266 -2.1791 -8.5565
7 C -0.5678 -0.7171 -8.3356
8 C -2.0872 -0.7116 -7.9253
9 C -2.3357 -1.0559 -6.4459
10 C 2.1539 -2.0004 -6.7422
11 C 3.6866 -2.1425 -6.3630
12 C 3.8867 -1.8949 -4.8595
13 C 3.1639 -0.6775 -4.2928
14 C 2.4292 -1.2446 -9.8161
15 C 1.7894 -1.0841 -11.2650
16 C 1.6889 -2.3234 -12.0903
17 C 0.9908 -2.2490 -13.4875
18 H 0.6363 -7.0899 -10.0659
19 H 1.8594 -8.3014 -9.8939
20 H 2.3455 -6.6713 -10.4294
21 H 2.9646 -6.7649 -8.0169
22 H 1.4359 -7.3590 -7.6328
23 H 1.5927 -5.0296 -7.0215
24 H 0.4827 -5.1650 -8.4034
25 H 2.2102 -4.2459 -9.8505
26 H 3.3181 -4.2115 -8.3726
27 H -0.3972 -2.7142 -7.6462
28 H -0.6736 -2.5376 -9.4285
29 H -0.4918 -0.2027 -9.2936
30 H 0.0341 -0.1176 -7.6528
31 H -2.6335 -1.3586 -8.6116
32 H -2.5211 0.2859 -7.9952
33 H -1.9817 -0.2826 -5.7641
34 H -1.8433 -1.9898 -6.1751
35 H -3.4116 -1.2124 -6.3681
36 H 1.5278 -2.5931 -6.0752
37 H 1.8156 -0.9921 -6.5035
38 H 4.3625 -1.5566 -6.9860
39 H 4.0137 -3.1438 -6.6435
40 H 4.9399 -1.7490 -4.6196
41 H 3.5722 -2.8004 -4.3405
42 H 3.5596 -0.5264 -3.2884
43 H 2.0991 -0.9050 -4.2407
44 H 3.2917 0.2000 -4.9267
45 H 3.5134 -1.3570 -9.8197
46 H 2.3154 -0.2510 -9.3826
47 H 2.4931 -0.4880 -11.8459
48 H 0.8801 -0.4868 -11.3325
49 H 1.0854 -3.0226 -11.5115
50 H 2.6775 -2.7152 -12.3293
51 H 0.1119 -1.6045 -13.4778
52 H 0.6611 -3.2140 -13.8724
53 H 1.6099 -1.9077 -14.3171
54 C 6.3813 4.7703 2.4316
55 C 5.6815 4.9263 1.1078
56 C 5.5888 6.4011 0.6804
57 C 5.4804 6.6622 -0.9069
58 N 5.1173 8.0741 -1.3618
59 C 3.5591 8.3168 -1.2555
60 C 3.3093 9.2862 -2.4306
61 C 4.1277 8.7707 -3.5855
62 C 5.3450 8.1309 -2.8795
63 C 5.9326 9.1304 -0.5343
64 H 5.9573 5.3594 3.2448
65 H 7.4157 5.0892 2.3036
66 H 6.4375 3.7382 2.7776
67 H 4.6966 4.4599 1.1303
68 H 6.2739 4.4187 0.3465
69 H 6.5048 6.8956 1.0039
70 H 4.7292 6.7815 1.2321
71 H 4.6725 6.0656 -1.3305
72 H 6.3997 6.4183 -1.4392
73 H 3.2520 8.7216 -0.2912
74 H 3.0434 7.3663 -1.3925
75 H 3.6099 10.3008 -2.1691
76 H 2.2499 9.3013 -2.6868
77 H 4.5043 9.4572 -4.3437
78 H 3.4982 8.0456 -4.1012
79 H 6.3116 8.6074 -3.0430
80 H 5.5953 7.1514 -3.2869
81 H 5.7044 10.0862 -1.0060
82 H 6.9980 8.9008 -0.5458
83 H 5.6143 9.3127 0.4922
84 C -4.3237 3.6765 3.2979
85 C -4.6362 3.0830 1.9209
86 C -3.4429 2.7412 1.0145
87 C -2.7611 1.4894 1.5357
88 N -1.4275 1.1117 0.8079
89 C -0.3794 2.2278 0.9992
90 C -0.4382 3.1462 -0.1672
91 C -1.0665 2.3755 -1.3039
92 C -1.4694 1.0046 -0.7410
93 C -0.8219 -0.1493 1.5055
94 H -3.8315 2.8634 3.8315
95 H -5.0854 4.2577 3.8177
96 H -3.5024 4.3909 3.2420
97 H -5.2221 3.8653 1.4385
98 H -5.2836 2.2094 1.9974
99 H -2.7857 3.6105 1.0383
100 H -3.7650 2.6852 -0.0254
101 H -3.3045 0.5607 1.3622
102 H -2.4137 1.4477 2.5680
103 H 0.6086 1.7761 0.9094
104 H -0.4765 2.7224 1.9656
105 H 0.5475 3.5522 -0.3945
106 H -0.9235 4.0902 0.0807
107 H -0.4075 2.3129 -2.1698
108 H -1.9380 2.9762 -1.5641
109 H -0.8286 0.2016 -1.1053
110 H -2.5121 0.7190 -0.8801
111 H -0.4753 0.0467 2.5201
112 H 0.0087 -0.3372 0.8251
113 H -1.5478 -0.9617 1.4708
114 C -1.5091 4.2113 10.2414
115 C -1.6062 2.8964 9.5375
116 C -0.3606 1.9938 9.6315
117 C 0.0305 1.5105 11.0819
118 N 1.3074 0.5687 11.0461
119 C 1.1019 -0.9349 10.7233
120 C 2.1771 -1.7734 11.4946
121 C 2.6876 -0.8380 12.5370
122 C 1.8500 0.4021 12.4928
123 C 2.4224 1.0461 10.1140
124 H -1.0449 4.9768 9.6196
125 H -0.9344 4.1457 11.1652
126 H -2.4695 4.6657 10.4846
127 H -1.9482 3.0572 8.5151
128 H -2.4799 2.3051 9.8117
129 H 0.4885 2.4404 9.1141
130 H -0.4845 1.1051 9.0126
131 H -0.7244 0.8455 11.5014
132 H 0.2275 2.3588 11.7374
133 H 1.1343 -1.1261 9.6507
134 H 0.1975 -1.2470 11.2455
135 H 2.9707 -2.1588 10.8545
136 H 1.7406 -2.6450 11.9822
137 H 3.7335 -0.5926 12.3529
138 H 2.7223 -1.3555 13.4957
139 H 2.4070 1.2751 12.8329
140 H 0.9672 0.2973 13.1235
141 H 2.0652 0.9744 9.0867
142 H 3.3326 0.4627 10.2526
143 H 2.5931 2.1120 10.2656
144 C -7.6359 -3.3843 -0.0954
145 C -7.5146 -4.5561 0.7928
146 C -6.3920 -5.4305 0.4521
147 N -6.4109 -6.8096 1.2876
148 C -6.0729 -6.4674 2.7830
149 C -5.3964 -7.7859 0.7532
150 C -5.8122 -9.1566 1.3530
151 C -7.3865 -9.1180 1.5469
152 C -7.7124 -7.6116 1.3367
153 H -7.8681 -3.6129 -1.1355
154 H -6.7249 -2.7942 0.0043
155 H -8.4525 -2.6990 0.1314
156 H -8.5028 -5.0161 0.7851
157 H -7.3882 -4.1373 1.7912
158 H -5.3917 -4.9999 0.4964
159 H -6.7513 -5.7141 -0.5371
160 H -6.7640 -5.8112 3.3121
161 H -5.0222 -6.1776 2.7963
162 H -6.1586 -7.4285 3.2900
163 H -4.3724 -7.4944 0.9870
164 H -5.5848 -7.6700 -0.3141
165 H -5.2234 -9.3503 2.2496
166 H -5.5753 -9.9254 0.6176
167 H -7.5173 -9.3613 2.6013
168 H -7.8979 -9.8692 0.9450
169 H -8.3128 -7.1392 2.1142
170 H -8.2188 -7.4132 0.3921
171 P 4.6382 -1.2841 4.9515
172 F 5.5837 -0.8489 3.6922
173 F 3.8687 0.2042 4.9913
174 F 3.5486 -1.6737 3.8174
175 F 3.6559 -1.7278 6.2126
176 F 5.2843 -2.7609 4.7786
177 F 5.7700 -1.0039 6.1327
178 P -0.3530 8.3803 3.0618
179 F 1.1571 7.8363 2.7821
180 F -0.8818 6.8743 3.3531
181 F -0.0196 8.5603 4.6675
182 F -1.9281 8.7819 3.3342
183 F 0.1304 9.9237 2.7589
184 F -0.7375 8.1110 1.4554
185 P -3.5914 -2.1082 6.2307
186 F -3.2577 -2.2401 7.8522
187 F -3.8961 -0.5548 6.4186
188 F -2.0489 -1.5607 5.9957
189 F -3.8507 -1.9939 4.6023
190 F -3.1633 -3.7124 5.8986
191 F -5.1660 -2.4753 6.3570
192 P -0.9532 -5.0866 -2.1826
193 F 0.3560 -4.1165 -1.9984
194 F -1.1280 -4.6145 -3.7739
195 F 0.0685 -6.3168 -2.6740
196 F -2.3440 -5.9885 -2.2866
197 F -0.7388 -5.5127 -0.5984
198 F -1.8662 -3.7592 -1.7278